(1)
{"formula": "C14H25F6NNiOPSi2", "method": "wB97M-V/def2-TZVPD", "total_charge": 0, "e_tot_ha": -3706.54401, "largest_force_ha_per_bohr": 0.0088, "spin_multiplicity": 2, "lumo_energy_ev": [-1.646, -0.892], "homo_energy_ev": [-8.521, -9.061], "orbital_gap_ev": [6.87, 8.17], "relative_energy_kj_mol": 41.2, "species": ["Ni", "C", "Si", "C", "C", "C", "C", "C", "C", "C", "C", "N", "Si", "C", "C", "C", "H", "H", "H", "H", "H", "H", "H", "H", "H", "H", "H", "H", "H", "H", "H", "H", "H", "H", "H", "H", "H", "H", "C", "C", "O", "H", "H", "H", "F", "P", "F", "F", "F", "F", "F"], "positions_angstrom": [[0.20334, 1.14117, 0.49380], [0.85118, -1.91420, 2.40058], [-0.50953, -1.99196, 1.09011], [-2.16259, -1.62043, 1.89341], [-0.51738, -3.76719, 0.46537], [-0.15111, -0.74039, -0.23084], [1.25089, -0.70398, -0.70686], [1.99889, -1.65462, -1.40092], [3.31275, -1.36945, -1.72668], [3.87882, -0.14964, -1.37159], [3.09457, 0.76056, -0.69180], [1.83059, 0.47526, -0.38500], [-1.41233, -0.36587, -1.58100], [-2.02170, -1.94377, -2.40181], [-0.57210, 0.68300, -2.89374], [-2.88326, 0.54560, -0.85712], [0.81496, -2.80565, 3.03156], [0.73942, -1.05346, 3.06522], [1.84675, -1.87906, 1.94874], [-2.24718, -2.15584, 2.84240], [-2.99061, -1.94746, 1.26075], [-2.29455, -0.55544, 2.09259], [-0.73069, -4.46187, 1.28181], [0.45331, -4.04601, 0.04703], [-1.26625, -3.91982, -0.31282], [1.54202, -2.59598, -1.67416], [3.90539, -2.09924, -2.26383], [4.90099, 0.09111, -1.62403], [3.45783, 1.73878, -0.40284], [-1.19672, -2.51184, -2.83836], [-2.72314, -1.70668, -3.20581], [-2.53839, -2.59182, -1.69138], [0.15267, 0.09720, -3.46485], [-0.06209, 1.55625, -2.48210], [-1.32227, 1.05519, -3.59538], [-3.52320, -0.12066, -0.27631], [-3.48326, 0.96311, -1.66974], [-2.59904, 1.38583, -0.21778], [1.99172, 1.60348, 2.96856], [0.70616, 1.50572, 2.24857], [-0.42625, 1.69136, 2.51584], [1.81761, 1.62418, 4.04256], [2.45775, 2.53816, 2.64810], [2.63110, 0.77246, 2.68001], [-0.11669, 2.93340, -0.29430], [-0.92478, 4.41897, 0.14288], [-1.91835, 4.14445, -1.07589], [0.09416, 5.16067, -0.83460], [-1.85503, 3.51157, 1.09856], [0.16032, 4.51770, 1.34161], [-1.64467, 5.75719, 0.57149]], "nbo_charge": [1.21, -1.12, 1.71, -1.13, -1.13, -1.43, 0.28, -0.28, -0.12, -0.28, 0.07, -0.57, 1.67, -1.12, -1.13, -1.13, 0.24, 0.21, 0.23, 0.24, 0.24, 0.24, 0.24, 0.23, 0.24, 0.23, 0.22, 0.23, 0.21, 0.23, 0.24, 0.23, 0.23, 0.25, 0.25, 0.24, 0.25, 0.25, -0.75, 0.56, -0.40, 0.26, 0.29, 0.27, -0.65, 2.62, -0.57, -0.57, -0.58, -0.59, -0.57]}

***

(2)
{"formula": "C31H60BeBr3Cl3F2LiN3O9S", "method": "wB97M-V/def2-TZVPD", "total_charge": 1, "e_tot_ha": -11780.62955, "largest_force_ha_per_bohr": 0.1170, "spin_multiplicity": 2, "lumo_energy_ev": [-4.943, -4.943], "homo_energy_ev": [-9.174, -9.173], "orbital_gap_ev": [4.23, 4.23], "species": ["C", "C", "C", "C", "C", "C", "C", "O", "Br", "O", "C", "N", "C", "C", "C", "C", "N", "O", "H", "H", "H", "H", "H", "H", "H", "H", "H", "H", "H", "H", "H", "H", "H", "H", "H", "H", "O", "C", "O", "C", "C", "C", "H", "H", "H", "H", "H", "H", "H", "H", "Be", "F", "F", "C", "Cl", "Cl", "Cl", "H", "Li", "C", "C", "O", "C", "O", "O", "C", "H", "H", "H", "H", "H", "H", "H", "H", "C", "C", "N", "C", "C", "C", "C", "H", "H", "H", "H", "H", "H", "H", "H", "H", "H", "H", "H", "H", "H", "H", "Br", "C", "C", "Br", "H", "H", "H", "H", "C", "S", "O", "C", "H", "H", "H", "H", "H", "H"], "positions_angstrom": [[1.38305, 2.35757, 1.47323], [2.04177, 1.14619, 2.36868], [2.48117, 0.02283, 1.25980], [0.90055, 0.65887, 3.37506], [1.39042, -0.10714, 4.69581], [1.54797, -1.67193, 4.27070], [2.28240, -2.54982, 5.39510], [2.07977, -2.38605, 6.63012], [3.60062, -3.90748, 4.72451], [0.34048, -0.12601, 5.73995], [0.14522, 1.15721, 6.27122], [-0.16926, 2.27802, 6.59314], [2.78768, 0.50293, 5.20536], [3.24097, 1.86705, 4.44302], [2.44626, 3.18036, 4.91934], [4.79133, 2.10021, 4.91595], [3.30356, 1.65498, 2.97700], [3.84111, 2.66294, 2.33284], [1.37773, 3.36121, 2.02101], [0.26867, 2.08898, 1.29160], [1.94556, 2.35716, 0.48029], [3.16174, 0.47852, 0.44522], [3.16670, -0.72272, 1.82262], [1.53685, -0.46212, 0.84071], [0.23691, -0.09035, 2.78937], [0.21317, 1.56530, 3.57760], [0.45842, -2.06528, 4.22713], [1.96631, -1.80880, 3.21999], [2.82701, 0.71898, 6.33765], [3.65774, -0.23925, 5.01343], [1.34230, 3.12068, 4.64166], [2.48515, 3.27782, 6.07837], [2.94958, 4.12110, 4.48603], [5.42985, 1.25295, 4.47772], [4.82306, 2.14603, 6.06116], [5.12347, 3.13277, 4.53172], [-0.48058, -3.25910, 2.38104], [-1.04422, -4.05509, 3.10577], [-0.87268, -5.37139, 2.92687], [-1.33384, -6.37976, 3.84177], [-2.77527, -6.74737, 3.55729], [-2.00983, -3.58041, 4.15863], [-1.17278, -6.07532, 4.87856], [-0.70102, -7.25566, 3.67628], [-3.44161, -5.89433, 3.69894], [-3.10395, -7.55589, 4.21441], [-2.88994, -7.06908, 2.51891], [-2.99058, -3.43002, 3.70392], [-1.64994, -2.62934, 4.55774], [-2.09807, -4.25363, 5.00925], [-0.05252, 4.12509, 0.53713], [4.88081, 1.27832, 1.63896], [6.77917, 1.45751, 0.37320], [-4.31269, -3.91959, 0.90239], [-5.09468, -4.79275, 2.23023], [-4.17039, -4.95618, -0.52334], [-5.21111, -2.44613, 0.51315], [-3.31067, -3.63576, 1.22112], [3.89068, 3.09462, 7.49039], [-6.84748, -2.51987, -2.70425], [-8.07343, -2.26935, -1.84445], [-8.64136, -0.98045, -2.10424], [-9.31212, -0.86185, -3.26495], [-9.47509, -1.73412, -4.08372], [-9.74703, 0.40485, -3.36670], [-10.38543, 0.69218, -4.61282], [-6.11550, -1.71879, -2.56979], [-6.38309, -3.47387, -2.44453], [-7.10167, -2.54245, -3.76549], [-7.78112, -2.27465, -0.79235], [-8.82640, -3.05266, -1.97410], [-11.20487, -0.00303, -4.80710], [-9.65348, 0.66094, -5.42149], [-10.79606, 1.70084, -4.55565], [4.35077, 3.18895, -1.71400], [4.67655, 2.23850, -2.86105], [3.70600, 1.16291, -3.05172], [4.15649, 0.14794, -4.00543], [4.34423, 0.57747, -5.46101], [2.31295, 1.57610, -3.20466], [1.97760, 2.50848, -4.36792], [4.28613, 2.65343, -0.76130], [5.14011, 3.93950, -1.62359], [3.41393, 3.72761, -1.87834], [5.65247, 1.79345, -2.63511], [4.80827, 2.83129, -3.77395], [3.46869, -0.70429, -3.97604], [5.11174, -0.25069, -3.64402], [3.39089, 0.66701, -5.97961], [4.92241, -0.18243, -5.99659], [4.88446, 1.52100, -5.55325], [1.99420, 2.06143, -2.27462], [1.67722, 0.68720, -3.26932], [2.72407, 3.29298, -4.50610], [1.01797, 2.99827, -4.18320], [1.87421, 1.95769, -5.30350], [-13.00053, 2.11988, -6.87474], [-12.79646, 1.10576, -8.52669], [-12.00854, -0.16057, -8.29865], [-10.10187, 0.21232, -8.13437], [-12.33819, 1.77400, -9.25564], [-13.81433, 0.87262, -8.84369], [-12.09373, -0.82593, -9.15939], [-12.30595, -0.69847, -7.39863], [10.06930, 1.40114, -0.98511], [9.02394, 2.86475, -1.14384], [8.49001, 2.88485, -2.53804], [10.37152, 4.06397, -1.06165], [9.43544, 0.51593, -1.04883], [10.80493, 1.37947, -1.79123], [10.57276, 1.41634, -0.01682], [11.08789, 3.87461, -1.86293], [10.86515, 3.99148, -0.09090], [9.95186, 5.06388, -1.17965]], "lowdin_spin": [0.01, 0.03, 0.02, 0.00, 0.00, 0.00, 0.00, 0.00, 0.00, 0.00, 0.00, 0.00, 0.00, 0.02, 0.02, 0.01, 0.34, -0.01, 0.00, 0.00, 0.00, 0.00, 0.00, 0.00, 0.00, 0.00, 0.00, 0.00, 0.00, 0.00, 0.00, 0.00, 0.00, 0.00, 0.00, 0.00, 0.00, 0.00, 0.00, 0.00, 0.00, 0.00, 0.00, 0.00, 0.00, 0.00, 0.00, 0.00, 0.00, 0.00, 0.02, -0.40, 0.87, 0.00, 0.00, 0.00, 0.00, 0.00, 0.00, 0.00, 0.00, 0.00, 0.00, 0.00, 0.00, 0.00, 0.00, 0.00, 0.00, 0.00, 0.00, 0.00, 0.00, 0.00, 0.00, 0.00, 0.00, 0.00, 0.00, 0.00, 0.00, 0.00, 0.00, 0.00, 0.00, 0.00, 0.00, 0.00, 0.00, 0.00, 0.00, 0.00, 0.00, 0.00, 0.00, 0.00, 0.00, 0.00, 0.00, 0.00, 0.00, 0.00, 0.00, 0.00, 0.00, 0.04, 0.02, 0.01, 0.00, 0.00, 0.00, 0.00, 0.00, 0.00]}

***

(3)
{"formula": "C2H6N2", "method": "wB97M-V/def2-TZVPD", "total_charge": 0, "e_tot_ha": -189.29432, "largest_force_ha_per_bohr": 0.0451, "smiles": "[H]/N=C/NC", "lumo_energy_ev": 1.081, "homo_energy_ev": -8.681, "orbital_gap_ev": 9.76, "relative_energy_kj_mol": 92.5, "species": ["H", "N", "C", "N", "C", "H", "H", "H", "H", "H"], "positions_angstrom": [[0.10648, -1.50527, -2.56478], [0.41612, -0.70117, -2.02120], [-0.04739, -0.63392, -0.83216], [0.23197, 0.47781, -0.11330], [-0.15927, 0.55638, 1.29399], [-0.59994, -1.37381, -0.25736], [0.75161, 1.23609, -0.48296], [-1.23744, 0.61469, 1.43158], [0.33799, -0.19642, 1.89417], [0.19987, 1.52564, 1.65203]], "nbo_charge": [0.34, -0.74, 0.28, -0.61, -0.42, 0.15, 0.40, 0.19, 0.19, 0.21]}

***

(4)
{"formula": "C26H72N2O10", "method": "wB97M-V/def2-TZVPD", "total_charge": 0, "e_tot_ha": -1895.32085, "largest_force_ha_per_bohr": 0.2437, "smiles": "NC(N)=O.CC(C)O.CC(C)O.CC(C)O.CC(C)O.CC(C)O.CC(C)O.CC(C)O.CC(C)O.CO", "lumo_energy_ev": -0.241, "homo_energy_ev": -8.618, "orbital_gap_ev": 8.38, "relative_energy_kj_mol": 478.9, "species": ["N", "C", "N", "O", "H", "H", "H", "H", "C", "C", "C", "O", "H", "H", "H", "H", "H", "H", "H", "H", "C", "C", "C", "O", "H", "H", "H", "H", "H", "H", "H", "H", "C", "C", "C", "O", "H", "H", "H", "H", "H", "H", "H", "H", "C", "C", "C", "O", "H", "H", "H", "H", "H", "H", "H", "H", "C", "C", "C", "O", "H", "H", "H", "H", "H", "H", "H", "H", "C", "C", "C", "O", "H", "H", "H", "H", "H", "H", "H", "H", "C", "C", "C", "O", "H", "H", "H", "H", "H", "H", "H", "H", "C", "C", "C", "O", "H", "H", "H", "H", "H", "H", "H", "H", "C", "O", "H", "H", "H", "H"], "positions_angstrom": [[-10.12470, -26.56281, -15.35256], [-9.71638, -25.66022, -16.17816], [-8.66388, -24.98884, -15.80746], [-10.37994, -25.47540, -17.44126], [-10.91377, -27.09141, -15.62530], [-9.89257, -26.49284, -14.33167], [-8.53460, -24.22057, -16.47738], [-8.42150, -24.61041, -14.82749], [-17.45095, -30.05212, -11.98624], [-17.16401, -29.80410, -13.47006], [-17.02829, -28.31283, -13.76952], [-16.28454, -30.46376, -14.06580], [-18.50373, -29.93714, -11.71057], [-16.80674, -29.43753, -11.36542], [-17.28320, -31.06501, -11.71563], [-18.10418, -30.13134, -13.95743], [-17.97898, -27.84950, -13.61712], [-16.86113, -28.03489, -14.78136], [-16.24163, -27.84153, -13.16507], [-15.47458, -30.49187, -13.58757], [-14.36842, -27.88978, -16.11871], [-13.26158, -28.85888, -16.43879], [-13.34884, -29.41364, -17.93419], [-12.14065, -28.41984, -16.17721], [-14.01796, -26.91844, -15.79469], [-14.85398, -28.27763, -15.25092], [-14.98921, -27.62367, -16.95782], [-13.41665, -29.71398, -15.82818], [-14.41974, -29.61147, -18.27248], [-12.89109, -30.35567, -18.19004], [-13.01107, -28.65931, -18.67802], [-11.49506, -29.16575, -16.10014], [-18.16860, -25.11754, -19.10760], [-18.73419, -25.68156, -17.77723], [-18.02188, -26.88634, -17.21007], [-18.82355, -24.79482, -16.90030], [-18.52674, -24.04896, -19.23011], [-18.58495, -25.67372, -19.94086], [-17.12519, -25.35396, -19.18593], [-19.71166, -26.05564, -18.04140], [-16.95256, -26.80945, -17.10316], [-18.15507, -27.82004, -17.86004], [-18.36108, -27.18634, -16.25929], [-18.94189, -25.20484, -16.06572], [-14.17261, -25.71597, -13.19020], [-12.83271, -24.97589, -13.06908], [-12.29207, -24.48156, -14.37594], [-12.85709, -23.99857, -12.25173], [-14.69799, -25.82086, -12.27132], [-14.06424, -26.76855, -13.56593], [-14.83233, -25.19252, -13.88133], [-12.15362, -25.74225, -12.62367], [-12.22722, -25.34205, -15.02530], [-11.23717, -24.07668, -14.37021], [-12.94856, -23.77590, -14.83100], [-11.92134, -23.68297, -12.17188], [-14.59927, -22.10150, -17.21976], [-15.63606, -23.27634, -17.26338], [-15.33180, -24.30634, -16.23344], [-16.77693, -22.88664, -17.09706], [-13.56342, -22.35926, -17.27526], [-14.68365, -21.52393, -16.22941], [-14.76891, -21.41413, -18.00876], [-15.67287, -23.77067, -18.23223], [-16.09364, -25.02332, -16.27476], [-15.37877, -23.77243, -15.30124], [-14.27688, -24.62823, -16.25969], [-17.37397, -23.59777, -17.40079], [-14.56307, -26.16962, -19.28324], [-13.08756, -25.80725, -18.87723], [-12.16895, -26.13050, -19.96759], [-13.00591, -24.62460, -18.55890], [-14.86804, -25.48800, -20.04602], [-15.13139, -26.05611, -18.34141], [-14.66214, -27.14119, -19.73262], [-12.67054, -26.37891, -17.98715], [-12.22660, -25.54639, -20.84553], [-12.12929, -27.17990, -20.21377], [-11.19318, -26.04216, -19.52985], [-12.19691, -24.52472, -18.01027], [-10.10776, -28.59918, -18.72327], [-8.67600, -28.08845, -18.49020], [-7.71351, -28.79528, -19.46687], [-8.52377, -26.88730, -18.71457], [-10.88709, -28.04123, -18.17737], [-10.23965, -29.64514, -18.41949], [-10.31029, -28.60641, -19.80101], [-8.41255, -28.33897, -17.45353], [-7.94384, -28.72301, -20.52687], [-7.78403, -29.88897, -19.25208], [-6.66671, -28.62740, -19.28233], [-9.17655, -26.43735, -18.18819], [-13.54278, -28.56859, -11.40377], [-13.49469, -29.41975, -12.64763], [-12.06990, -29.72541, -13.09928], [-14.02439, -30.51016, -12.55986], [-12.70759, -27.81433, -11.42791], [-13.58299, -29.09154, -10.43456], [-14.46195, -27.96919, -11.35476], [-13.89320, -28.80664, -13.42859], [-11.75546, -28.82723, -13.61819], [-11.99487, -30.46831, -13.84012], [-11.39814, -29.91350, -12.33420], [-13.58914, -30.94079, -11.82126], [-10.50230, -31.78628, -15.83342], [-10.41799, -30.34502, -15.96195], [-11.34660, -32.03913, -15.28652], [-9.59875, -32.20722, -15.41911], [-10.49128, -32.28460, -16.81842], [-10.01975, -29.98587, -15.17805]], "mulliken_charge": [0.30, 0.33, -0.39, -0.74, -0.37, 0.31, 0.37, 0.28, -1.49, 0.47, -0.31, -0.51, 0.43, 0.23, 0.39, 0.39, 0.67, -0.52, -0.05, 0.27, 0.96, 0.36, -1.27, 0.31, -0.99, -1.29, 0.44, 0.62, 0.29, 0.41, 0.01, -0.27, -1.34, 0.64, -1.66, -0.51, 0.34, 0.52, 0.12, 0.38, 0.40, 0.43, 0.60, 0.39, -0.74, 0.54, -0.65, -0.58, 0.76, -0.16, 0.04, -0.07, -0.42, 0.51, 0.38, 0.41, -1.76, 0.93, -0.10, -0.66, 0.24, 0.33, 0.47, 0.23, -0.23, 1.03, -0.69, 0.18, -0.97, 1.31, -2.17, -0.47, 0.66, -0.52, 0.45, -0.10, 0.53, 0.31, 0.37, 0.58, -0.43, 0.86, -1.63, -0.56, -0.39, 0.27, 0.48, 0.04, 0.36, 0.34, 0.42, 0.21, -1.37, 4.08, -1.66, -0.69, 0.27, 0.38, 0.28, -2.76, -0.12, 0.48, 0.67, 0.58, -0.92, -0.30, 0.34, 0.38, 0.27, 0.22]}

***

Repeat the third record exactly.
{"formula": "C2H6N2", "method": "wB97M-V/def2-TZVPD", "total_charge": 0, "e_tot_ha": -189.29432, "largest_force_ha_per_bohr": 0.0451, "smiles": "[H]/N=C/NC", "lumo_energy_ev": 1.081, "homo_energy_ev": -8.681, "orbital_gap_ev": 9.76, "relative_energy_kj_mol": 92.5, "species": ["H", "N", "C", "N", "C", "H", "H", "H", "H", "H"], "positions_angstrom": [[0.10648, -1.50527, -2.56478], [0.41612, -0.70117, -2.02120], [-0.04739, -0.63392, -0.83216], [0.23197, 0.47781, -0.11330], [-0.15927, 0.55638, 1.29399], [-0.59994, -1.37381, -0.25736], [0.75161, 1.23609, -0.48296], [-1.23744, 0.61469, 1.43158], [0.33799, -0.19642, 1.89417], [0.19987, 1.52564, 1.65203]], "nbo_charge": [0.34, -0.74, 0.28, -0.61, -0.42, 0.15, 0.40, 0.19, 0.19, 0.21]}

***

Question: Number 1 is which compound?
Answer: C14H25F6NNiOPSi2